No. 1
# C3H10N2O2Si

C3H10N2O2Si as an isolated structure in a non-equilibrium geometry (ωB97M-V/def2-TZVPD, OMol25).

Calculated values
Total charge = 0
Calculated total energy = -18223.568 eV
E_LUMO = 0.5 eV
E_HOMO = -8.01 eV
Kohn-Sham gap = 8.5 eV

Each line ends with the Löwdin charge.
Element x y z (Å)
C 2.30 -0.49 0.13  -0.6619
C -0.41 -0.59 0.86  -0.2862
C 0.45 0.25 -0.06  -0.5121
N -0.35 -2.01 0.47  0.0258
N 0.03 -0.22 -1.44  0.0775
O 2.62 -0.77 -0.99  0.0291
O 2.57 -0.59 1.25  0.0980
Si 0.37 2.09 0.18  0.6540
H -0.14 -0.52 1.83  0.0771
H -1.39 -0.17 0.85  0.0950
H 0.54 -2.38 0.79  0.0940
H -1.11 -2.63 0.65  0.0879
H -0.42 0.48 -2.03  0.1261
H 0.92 -0.45 -2.03  0.1563
H -0.23 -1.23 -1.04  0.1466
H 1.23 2.74 1.37  -0.0293
H 0.91 2.55 -1.00  -0.1035
H -1.05 2.47 0.38  -0.0743

---

No. 2
# C3H10N2O3

A 2-piece molecular cluster, C3H10N2O3 overall in a non-equilibrium geometry (ωB97M-V/def2-TZVPD, OMol25).

Calculated values
Total charge = 0
Calculated total energy = -12391.742 eV
E_LUMO = 0.3 eV
E_HOMO = -8.53 eV
Kohn-Sham gap = 8.8 eV

Each line ends with the Löwdin charge.
Element x y z (Å)
C 0.84 -0.29 -0.02  -0.7100
C -0.95 0.05 -0.11  -0.5579
C -1.28 1.52 -0.24  -0.0116
N 1.06 -1.64 0.34  0.1238
N 1.11 0.71 0.84  0.0740
O 1.27 -0.13 -1.37  -0.0168
O -1.53 -0.50 1.00  0.0434
O -1.30 -0.69 -1.23  0.0187
H 1.81 0.66 -1.38  0.1014
H -1.87 -1.37 0.76  0.1162
H -0.62 -0.53 -1.91  0.1016
H 0.60 -1.88 1.21  0.0843
H 0.83 -2.29 -0.40  0.0924
H 1.65 0.31 1.88  0.0876
H 2.47 0.42 1.47  0.1936
H -0.71 1.97 -1.06  0.0852
H -2.35 1.61 -0.45  0.0932
H -1.05 2.05 0.68  0.0808

---

No. 3
# C3H10N2O3

A 2-piece molecular cluster, C3H10N2O3 overall in a non-equilibrium geometry (ωB97M-V/def2-TZVPD, OMol25).

Calculated values
Total charge = 0
Calculated total energy = -12395.866 eV
E_LUMO = 0.7 eV
E_HOMO = -9.52 eV
Kohn-Sham gap = 10.2 eV

Each line ends with the Löwdin charge.
Element x y z (Å)
N 2.06 -0.23 0.34  0.0453
C 0.61 0.02 0.17  -0.2828
C 0.36 1.47 -0.23  -0.2526
O 0.31 2.37 0.82  -0.0413
C -0.12 -0.86 -0.85  -0.4934
N 0.64 -1.65 -1.60  0.1748
O -1.35 -0.78 -0.84  0.0247
H 2.31 0.05 1.29  0.0793
H 2.73 0.08 -0.35  0.0763
H 0.17 -0.02 1.15  0.1312
H -0.55 1.64 -0.83  0.1234
H 1.19 1.75 -0.93  0.1319
H -0.04 1.98 1.63  0.0915
H 0.28 -2.28 -2.34  0.1334
H 1.62 -1.92 -1.33  0.1232
H -1.87 -0.34 0.83  -0.0230
H -3.03 -1.01 1.62  0.0346
O -2.27 -0.43 1.70  -0.0767

---

No. 4
# C3H10N2OP

A 2-piece molecular cluster, C3H10N2OP overall in a non-equilibrium geometry (ωB97M-V/def2-TZVPD, OMol25).

Calculated values
Total charge = +1
Calculated total energy = -17580.037 eV
E_LUMO = -5.2 eV
E_HOMO = -14.33 eV
Kohn-Sham gap = 9.1 eV

Each line ends with the Löwdin charge.
Element x y z (Å)
C -0.76 0.23 0.68  -0.4458
C -0.97 -0.53 1.86  -0.0237
C 0.16 -0.47 -0.24  -0.5058
N -1.44 1.26 0.41  0.2181
N 1.59 1.14 -0.59  0.1206
O 0.94 -1.30 0.40  0.0421
P 0.01 -0.94 -2.00  0.9864
H -0.10 -0.84 2.28  0.0556
H -1.69 0.01 2.54  0.1393
H -1.37 -1.55 1.64  0.1301
H -1.32 1.84 -0.39  0.0607
H 2.59 1.21 -0.32  0.1173
H 1.04 2.00 -0.45  0.0931
H 1.67 1.07 -1.58  0.0254
H 1.38 -2.04 -0.07  0.1492
H -0.47 0.30 -2.32  -0.0860
H -1.26 -1.37 -1.85  -0.0765

---

No. 5
# C3H10N2OP

A 2-piece molecular cluster, C3H10N2OP overall in a non-equilibrium geometry (ωB97M-V/def2-TZVPD, OMol25).

Calculated values
Total charge = +1
Calculated total energy = -17581.367 eV
E_LUMO = -4.0 eV
E_HOMO = -13.32 eV
Kohn-Sham gap = 9.4 eV

Each line ends with the Löwdin charge.
Element x y z (Å)
C 1.85 0.26 0.86  -0.2091
C -1.36 -0.68 -1.13  -0.2633
C 0.53 1.53 -1.49  -0.2675
N 2.94 0.58 1.17  0.3519
N 0.81 -0.24 0.40  -0.0564
O -1.97 -1.13 2.25  -0.0989
P -0.60 0.72 -0.26  0.9406
H -1.75 -2.07 2.06  0.0478
H -0.60 -0.82 -2.05  0.1042
H -1.50 -1.47 -0.46  0.0069
H -2.30 -0.39 -1.46  0.0220
H -0.03 2.41 -1.95  0.0803
H 1.41 1.91 -0.89  0.0488
H 0.89 0.85 -2.16  -0.0030
H -2.66 -1.25 2.94  0.0603
H 3.36 0.96 1.93  0.1024
H 0.97 -1.19 0.25  0.1332

---

No. 6
# C3H10N2OP

A 2-piece molecular cluster, C3H10N2OP overall in a non-equilibrium geometry (ωB97M-V/def2-TZVPD, OMol25).

Calculated values
Total charge = +1
Calculated total energy = -17582.823 eV
E_LUMO = -2.9 eV
E_HOMO = -15.36 eV
Kohn-Sham gap = 12.4 eV

Each line ends with the Löwdin charge.
Element x y z (Å)
C -0.25 1.81 -2.32  -0.0446
C -0.67 -1.02 -0.92  -0.1094
C -1.19 -0.08 1.90  -0.1589
N 1.25 0.50 0.47  -0.0525
N 0.70 1.93 -2.99  0.0740
O 0.74 -1.77 1.67  -0.1203
P 0.10 -0.63 0.75  0.7337
H 1.86 0.84 1.25  0.1212
H -0.24 -1.83 -1.45  0.0524
H -1.78 -0.89 -0.77  0.0885
H -0.23 -0.16 -1.45  -0.0446
H -2.17 -0.51 1.58  0.0684
H -0.94 -0.40 2.93  0.0668
H -1.42 1.06 1.83  0.1056
H 1.21 1.25 -0.15  0.0214
H 1.37 1.75 -3.76  0.1233
H 1.66 -1.84 1.44  0.0751

---

No. 7
# C3H10N2OPS

A 2-piece molecular cluster, C3H10N2OPS overall in a non-equilibrium geometry (ωB97M-V/def2-TZVPD, OMol25).

Calculated values
Total charge = +1
Calculated total energy = -28417.375 eV
E_LUMO = -5.6 eV
E_HOMO = -12.80 eV
Kohn-Sham gap = 7.2 eV

Each line ends with the Löwdin charge.
Element x y z (Å)
C -2.01 0.59 0.93  -0.3227
C 0.75 -1.87 -0.22  -0.2000
C 1.04 -0.67 -0.91  -0.3617
N -3.16 1.29 1.09  0.0601
N -1.39 0.59 -0.23  0.0311
O 2.52 1.39 -1.03  -0.2297
P 2.60 0.05 -0.21  0.4893
S 3.72 0.11 1.29  0.4919
H -1.67 0.16 1.89  0.1274
H 1.46 -2.62 -0.54  0.0876
H 0.98 -1.86 0.88  0.0918
H -0.30 -2.23 -0.35  0.1131
H 0.45 0.25 -0.59  0.0613
H 1.17 -0.74 -2.00  0.1268
H -3.73 0.92 1.87  0.1092
H -3.69 1.62 0.22  0.1450
H -2.01 1.04 -0.92  0.0618
H 3.28 1.98 -1.17  0.1177

---

No. 8
# C3H10N2OS

One molecule with the formula C3H10N2OS in a non-equilibrium geometry (ωB97M-V/def2-TZVPD, OMol25).

Calculated values
Total charge = 0
Calculated total energy = -19132.873 eV
E_LUMO = 0.8 eV
E_HOMO = -8.70 eV
Kohn-Sham gap = 9.5 eV

Each line ends with the Löwdin charge.
Element x y z (Å)
C 2.25 -0.61 0.57  -0.1036
C -1.26 2.26 0.22  -0.3530
C 1.12 -1.05 -0.40  -0.3496
N -1.31 -0.81 -1.32  -0.3744
N -0.39 1.12 0.27  -0.2956
O -1.77 2.56 1.55  -0.0864
S -0.06 0.16 -1.21  0.8619
H 2.79 0.15 0.08  0.0670
H 1.96 -0.22 1.50  0.0415
H 2.69 -1.51 0.77  0.0450
H -2.54 2.10 1.93  0.0844
H -0.72 3.16 -0.11  0.1126
H -2.14 1.91 -0.44  0.1320
H 0.35 -1.58 0.13  0.0595
H 1.48 -1.55 -1.23  0.0444
H -1.79 -0.61 -2.22  -0.0326
H 0.43 1.12 1.06  0.1468

---

No. 9
# C3H10N2S

One molecule with the formula C3H10N2S in a non-equilibrium geometry (ωB97M-V/def2-TZVPD, OMol25).

Calculated values
Total charge = 0
Calculated total energy = -17088.496 eV
E_LUMO = 0.9 eV
E_HOMO = -9.16 eV
Kohn-Sham gap = 10.0 eV

Each line ends with the Löwdin charge.
Element x y z (Å)
N 1.00 -0.42 1.11  0.0358
C 0.42 -0.07 -0.20  -0.5049
C -0.97 0.57 -0.15  -0.5427
S -2.20 -0.41 0.74  0.6968
C 1.38 0.81 -0.95  -0.2730
N 2.59 0.03 -1.30  -0.0087
H 0.62 -1.32 1.37  0.0603
H 0.61 0.19 1.82  0.0720
H 0.27 -1.00 -0.74  0.1298
H -0.96 1.54 0.34  0.0714
H -1.30 0.68 -1.19  0.0728
H -1.74 -1.63 0.42  -0.1469
H 1.67 1.66 -0.30  0.1164
H 0.98 1.28 -1.85  0.1123
H 3.35 0.64 -1.55  0.0593
H 2.87 -0.47 -0.47  0.0490

---

No. 10
# C3H10N2S2

An isolated ion of composition C3H10N2S2 and charge -1 in a non-equilibrium geometry (ωB97M-V/def2-TZVPD, OMol25).

Calculated values
Total charge = -1
Calculated total energy = -27920.823 eV
E_LUMO (alpha / beta) = 3.5 / 3.5 eV
E_HOMO (alpha / beta) = 0.23 / -3.27 eV
Kohn-Sham gap (alpha / beta) = 3.3 / 6.8 eV
Multiplicity = 2

Each line ends with the Mulliken spin population.
Element x y z (Å)
S 3.19 0.20 -0.28  0.3559
S 2.43 -0.54 1.54  0.4560
C 0.65 -0.91 1.05  0.0093
C -0.15 -0.09 -0.08  0.0329
C -1.57 0.31 0.34  0.0107
N -2.18 1.39 -0.45  0.0018
N 0.05 -0.58 -1.54  0.0018
H 4.36 0.73 0.09  0.1188
H -0.19 -1.21 1.80  0.0279
H 0.60 -2.08 0.73  0.0017
H 0.27 0.87 -0.23  0.0001
H -1.35 0.78 1.35  -0.0015
H -2.20 -0.58 0.51  -0.0097
H -2.43 2.24 0.09  -0.0018
H -1.42 1.50 -1.20  0.0003
H -0.90 -0.84 -1.86  0.0009
H 0.84 -1.18 -1.85  -0.0051

---

No. 11
# C3H10N2S2

A 2-piece molecular cluster, C3H10N2S2 overall in a non-equilibrium geometry (ωB97M-V/def2-TZVPD, OMol25).

Calculated values
Total charge = 0
Calculated total energy = -27918.474 eV
E_LUMO (alpha / beta) = -0.5 / -0.3 eV
E_HOMO (alpha / beta) = -6.65 / -6.79 eV
Kohn-Sham gap (alpha / beta) = 6.2 / 6.5 eV

Each line ends with the Löwdin charge.
Element x y z (Å)
C 2.28 0.00 -0.71  -0.2538
C -1.76 0.17 -1.26  0.0813
C 0.93 -0.23 -0.05  -1.1154
N -2.31 -0.41 0.97  0.0654
N -2.16 0.55 -0.06  -0.1562
S 0.63 -1.74 0.60  0.5782
S 0.62 1.03 1.39  0.6231
H 2.52 -0.76 -1.44  0.0508
H 3.00 0.02 0.15  0.0723
H 2.14 1.00 -1.30  0.0899
H -1.65 1.05 -1.93  0.1111
H -1.93 -0.89 -1.40  0.0952
H -2.16 0.08 1.85  0.0832
H -1.47 -0.90 0.95  -0.0806
H -1.70 1.44 0.10  0.0896
H 1.74 -2.38 1.26  -0.1032
H 1.31 1.96 0.89  -0.2308

---

No. 12
# C3H10N3

A 2-piece molecular cluster, C3H10N3 overall in a non-equilibrium geometry (ωB97M-V/def2-TZVPD, OMol25).

Calculated values
Total charge = +1
Calculated total energy = -7731.806 eV
E_LUMO (alpha / beta) = -4.5 / -4.5 eV
E_HOMO (alpha / beta) = -11.97 / -11.97 eV
Kohn-Sham gap (alpha / beta) = 7.4 / 7.4 eV

Each line ends with the Löwdin charge.
Element x y z (Å)
C -0.24 -1.15 1.16  -0.1009
C -0.11 -0.38 2.30  -0.0170
C -1.01 0.65 -1.14  -0.2101
N -0.63 -2.16 0.64  0.2829
N 0.25 0.77 -0.47  -0.2100
N 1.40 0.80 -1.30  0.0409
H 0.66 -0.71 3.01  0.1320
H 0.21 0.66 2.13  0.1187
H -1.06 -0.48 2.69  0.0969
H -1.57 0.50 -0.30  0.0213
H -1.35 1.60 -1.64  0.0836
H -1.22 -0.16 -1.97  0.1079
H -0.50 -2.41 -0.35  0.1320
H 2.22 0.37 -0.81  0.1749
H 1.74 1.69 -1.62  0.1354
H 1.21 0.42 -2.34  0.2115

---

No. 13
# C3H10N3

A 2-piece molecular cluster, C3H10N3 overall in a non-equilibrium geometry (ωB97M-V/def2-TZVPD, OMol25).

Calculated values
Total charge = +1
Calculated total energy = -7733.930 eV
E_LUMO = -3.9 eV
E_HOMO = -14.28 eV
Kohn-Sham gap = 10.3 eV

Each line ends with the Löwdin charge.
Element x y z (Å)
C 0.79 0.00 -1.29  -0.0683
C -0.40 -1.76 -0.14  -0.0324
C -1.15 1.00 1.37  -0.0975
N 1.42 1.17 -1.41  0.2125
N 0.06 -0.43 -0.25  -0.2177
N 0.08 0.53 0.78  -0.1321
H 0.81 -0.64 -2.20  0.1761
H -0.70 -1.80 0.92  0.1074
H -1.22 -2.06 -0.78  0.0934
H 0.49 -2.51 -0.39  0.1487
H -1.90 0.77 0.52  0.1283
H -1.61 0.47 2.21  0.0824
H -0.92 1.97 1.67  0.0663
H 1.81 1.62 -2.20  0.1361
H 1.45 1.61 -0.53  0.0965
H 0.98 0.06 1.72  0.3004

---

No. 14
# C3H10N3

A 2-piece molecular cluster, C3H10N3 overall in a non-equilibrium geometry (ωB97M-V/def2-TZVPD, OMol25).

Calculated values
Total charge = +1
Calculated total energy = -7736.101 eV
E_LUMO = -3.2 eV
E_HOMO = -13.80 eV
Kohn-Sham gap = 10.6 eV

Each line ends with the Löwdin charge.
Element x y z (Å)
C -0.37 0.72 -2.13  -0.1277
N 0.33 1.56 -1.45  0.0038
H -1.31 0.45 -1.71  0.0567
H -0.17 0.34 -3.14  0.0812
H 0.94 2.15 -2.13  0.1005
C 0.15 -1.96 0.05  0.0028
N -0.07 1.25 2.01  0.1950
C 0.33 0.33 1.13  -0.1642
N -0.23 -0.85 1.02  0.0358
H -0.75 -2.56 -0.11  0.0975
H 0.96 -2.59 0.46  0.1003
H 0.44 -1.51 -0.91  0.0710
H -0.84 1.06 2.62  0.1262
H 0.41 2.12 2.09  0.1352
H 1.27 0.52 0.68  0.1368
H -1.08 -1.02 1.54  0.1493

---

No. 15
# C3H10N3

An isolated ion of composition C3H10N3 and charge +1 in a non-equilibrium geometry (ωB97M-V/def2-TZVPD, OMol25).

Calculated values
Total charge = +1
Calculated total energy = -7735.728 eV
E_LUMO = -3.4 eV
E_HOMO = -14.59 eV
Kohn-Sham gap = 11.2 eV

Each line ends with the Löwdin charge.
Element x y z (Å)
C 1.09 0.13 -0.14  -0.3668
C 1.12 -1.28 -0.44  0.0098
C -2.44 0.29 -0.06  -0.0358
N 0.03 0.64 0.53  0.0240
N 2.16 0.89 -0.34  0.1911
N -1.12 -0.22 0.54  -0.0875
H 0.64 -1.57 -1.38  0.1192
H 0.48 -1.71 0.38  0.1177
H 2.17 -1.59 -0.43  0.1045
H -2.43 0.56 -1.07  0.0550
H -2.88 -0.68 -0.01  0.0730
H -3.01 1.07 0.58  0.1155
H 0.29 1.52 1.08  0.1996
H 2.98 0.44 -0.80  0.1560
H 2.24 1.90 0.00  0.1729
H -1.33 -0.39 1.56  0.1520